A structure of composition C42H35BrCuNO2P2. Source: OMol25; level of theory: ωB97M-V with the def2-TZVPD basis set.

Its total charge is +1. For the frontier orbital gap (alpha / beta), the calculation gives 8.05 / 7.82 eV. Its spin multiplicity is 2. Its expectation value of S² is 0.757.

Geometry as XYZ:
```
84
C42H35BrCuNO2P2 (ωB97M-V with the def2-TZVPD basis set)
Cu 0.360 -0.004 -0.033
O 2.600 2.341 0.822
C 3.701 2.118 0.029
C 4.610 3.097 -0.342
C 5.745 2.725 -1.050
C 5.982 1.399 -1.384
C 5.038 0.442 -1.050
C 3.876 0.794 -0.367
P 2.583 -0.420 -0.005
C 2.804 -1.708 -1.269
C 2.740 -1.300 -2.603
C 2.751 -2.240 -3.623
C 2.818 -3.594 -3.319
C 2.869 -4.006 -1.996
C 2.857 -3.066 -0.972
C 3.052 -1.118 1.605
C 4.150 -1.957 1.789
C 4.492 -2.392 3.060
C 3.754 -1.979 4.163
C 2.676 -1.120 3.994
C 2.328 -0.694 2.719
C 2.017 3.598 0.881
C 2.666 4.646 1.516
C 2.073 5.897 1.523
C 0.844 6.093 0.901
C 0.189 5.015 0.331
C 0.750 3.734 0.330
P -0.279 2.276 -0.162
C -1.672 2.530 0.969
C -1.608 1.885 2.202
C -2.612 2.054 3.142
C -3.703 2.863 2.851
C -3.777 3.504 1.622
C -2.764 3.342 0.684
C -0.719 2.716 -1.862
C -1.967 2.440 -2.416
C -2.221 2.750 -3.745
C -1.224 3.308 -4.537
C 0.028 3.563 -3.997
C 0.278 3.274 -2.663
H 4.454 4.133 -0.087
H 6.459 3.489 -1.330
H 6.879 1.119 -1.918
H 5.185 -0.586 -1.359
H 2.683 -0.245 -2.849
H 2.705 -1.915 -4.654
H 2.826 -4.328 -4.114
H 2.912 -5.060 -1.755
H 2.865 -3.402 0.056
H 4.750 -2.266 0.941
H 5.342 -3.048 3.194
H 4.027 -2.316 5.154
H 2.112 -0.781 4.853
H 1.493 -0.010 2.591
H 3.613 4.477 2.010
H 2.574 6.721 2.015
H 0.391 7.075 0.885
H -0.788 5.167 -0.112
H -0.762 1.243 2.433
H -2.548 1.551 4.099
H -4.492 2.993 3.580
H -4.626 4.134 1.390
H -2.838 3.849 -0.270
H -2.734 1.972 -1.815
H -3.197 2.547 -4.165
H -1.424 3.542 -5.575
H 0.808 3.998 -4.608
H 1.250 3.500 -2.240
C -2.548 -0.387 0.006
O -1.433 0.187 -0.641
H -3.334 0.362 0.148
H -2.314 -0.799 0.993
H -2.955 -1.201 -0.604
Br -1.184 -4.607 -2.897
C -0.702 -3.963 -1.204
C -0.635 -4.807 -0.111
C -0.261 -4.271 1.111
C 0.039 -2.924 1.191
N -0.028 -2.116 0.129
C -0.401 -2.624 -1.050
H -0.871 -5.858 -0.214
H -0.199 -4.891 1.994
H 0.354 -2.478 2.126
H -0.464 -1.938 -1.887
```

The Löwdin scheme yields these atomic charges, measured in e: 0.318, -0.045, -0.249, 0.006, -0.051, -0.066, -0.072, -0.257, 1.081, -0.371, -0.096, -0.059, -0.069, -0.067, -0.099, -0.342, -0.081, -0.059, -0.063, -0.066, -0.112, -0.263, -0.017, -0.051, -0.057, -0.062, -0.245, 1.115, -0.350, -0.101, -0.066, -0.068, -0.060, -0.085, -0.334, -0.084, -0.061, -0.071, -0.072, -0.086, 0.109, 0.115, 0.111, 0.111, 0.115, 0.112, 0.112, 0.114, 0.098, 0.110, 0.112, 0.112, 0.111, 0.088, 0.130, 0.114, 0.111, 0.110, 0.094, 0.109, 0.109, 0.111, 0.103, 0.102, 0.110, 0.108, 0.108, 0.105, -0.197, -0.455, 0.077, 0.071, 0.080, 0.809, -0.671, -0.080, -0.026, -0.105, 0.002, -0.180, 0.116, 0.118, 0.111, 0.120

A cluster of 8 separate species, C9H35O8 in total. Source: OMol25; level of theory: ωB97M-V with the def2-TZVPD basis set.

Its total charge is +1. For the frontier orbital gap, the calculation gives 7.42 eV.

Geometry as XYZ:
```
52
C9H35O8 (ωB97M-V with the def2-TZVPD basis set)
O 0.134 -0.968 -0.309
H 0.297 -0.438 0.474
H -0.693 -1.449 -0.218
H 0.825 -1.628 -0.402
C 5.133 -1.994 -2.986
C 5.168 -2.789 -1.681
C 5.552 -1.990 -0.412
O 3.900 -3.341 -1.513
H 4.591 -1.055 -2.879
H 4.666 -2.594 -3.768
H 6.143 -1.694 -3.268
H 5.891 -3.603 -1.739
H 5.027 -1.055 -0.218
H 6.626 -1.801 -0.396
H 5.323 -2.566 0.484
H 3.983 -4.297 -1.543
C -3.841 -4.987 -0.522
O -3.873 -3.651 -0.030
H -3.573 -5.722 0.238
H -4.820 -5.064 -0.995
H -3.187 -4.982 -1.394
H -4.621 -3.611 0.571
C -0.061 5.303 -0.677
O -0.172 4.516 0.507
H 0.967 5.592 -0.894
H -0.366 4.844 -1.617
H -0.722 6.167 -0.609
H -0.770 4.957 1.115
C -4.084 -1.060 -5.488
O -2.760 -0.736 -5.054
H -4.722 -0.177 -5.539
H -4.110 -1.531 -6.471
H -4.463 -1.747 -4.731
H -2.547 0.088 -5.497
C -1.006 -0.467 5.613
O 0.073 -0.667 4.689
H -1.833 -1.170 5.719
H -0.481 -0.441 6.568
H -1.448 0.524 5.507
H 0.743 -1.198 5.124
C -6.134 3.157 -0.599
O -7.520 2.946 -0.925
H -5.714 2.151 -0.624
H -5.629 3.808 -1.312
H -6.025 3.609 0.387
H -7.565 2.189 -1.514
C 4.263 3.524 4.796
O 5.554 3.156 5.304
H 3.690 3.509 5.723
H 4.211 4.542 4.411
H 3.858 2.831 4.059
H 6.123 3.060 4.537
```

The Löwdin scheme yields these atomic charges, measured in e: 0.409, 0.196, 0.193, 0.191, -0.051, -0.505, -0.054, -0.069, 0.074, 0.080, 0.082, 0.136, 0.068, 0.080, 0.071, 0.095, -0.153, -0.155, 0.083, 0.082, 0.075, 0.071, -0.165, -0.128, 0.075, 0.067, 0.080, 0.071, -0.157, -0.137, 0.076, 0.076, 0.075, 0.067, -0.154, -0.143, 0.075, 0.078, 0.077, 0.069, -0.152, -0.129, 0.070, 0.070, 0.076, 0.066, -0.161, -0.123, 0.078, 0.072, 0.068, 0.066

A structure of composition C25H37Cl3NNiO3Sb. Source: OMol25; level of theory: ωB97M-V with the def2-TZVPD basis set.

Its total charge is 0. For the frontier orbital gap (alpha / beta), the calculation gives 8.27 / 8.63 eV. Its spin multiplicity is 3. Its expectation value of S² is 2.007.

Geometry as XYZ:
```
71
C25H37Cl3NNiO3Sb (ωB97M-V with the def2-TZVPD basis set)
Ni -0.125 -0.069 -0.634
C -0.255 -1.104 2.458
O 0.180 -0.109 1.529
H 0.153 -0.901 3.450
H 0.043 -2.104 2.140
H -1.340 -1.055 2.503
H 1.133 -0.226 1.388
Cl -2.800 -0.670 -2.031
C -1.570 -1.481 -1.027
H -1.215 -2.336 -1.596
H -2.078 -1.807 -0.120
C -2.730 2.795 -3.359
C -2.748 3.170 -1.882
C -4.089 2.850 -1.236
Sb -1.092 2.195 -0.834
C 0.577 3.213 -1.839
C 0.322 4.651 -2.276
C 1.813 3.100 -0.956
C -1.150 3.240 1.105
C -2.085 2.489 2.049
C -1.528 4.711 0.992
H -3.475 3.387 -3.898
H -2.975 1.741 -3.491
H -1.756 2.980 -3.817
H -2.527 4.233 -1.762
H -4.303 1.781 -1.289
H -4.888 3.380 -1.763
H -4.121 3.159 -0.190
H 0.724 2.593 -2.726
H 0.305 5.330 -1.422
H -0.621 4.753 -2.814
H 1.125 4.981 -2.942
H 1.741 3.768 -0.094
H 2.714 3.372 -1.512
H 1.954 2.082 -0.578
H -0.127 3.154 1.483
H -3.124 2.579 1.727
H -2.013 2.898 3.061
H -1.834 1.429 2.091
H -2.540 4.829 0.598
H -0.846 5.258 0.343
H -1.502 5.183 1.980
Cl 4.790 -1.707 1.571
C 4.812 -0.005 1.246
C 4.402 0.831 2.272
C 4.504 2.205 2.158
C 5.029 2.748 0.999
C 5.415 1.913 -0.028
Cl 6.045 2.638 -1.484
C 5.319 0.510 0.033
N 5.812 -0.236 -1.019
C 5.354 -1.512 -1.480
C 6.192 -2.607 -1.296
C 5.815 -3.864 -1.727
C 4.589 -4.033 -2.355
C 3.780 -2.936 -2.589
C 4.155 -1.657 -2.187
C 3.281 -0.494 -2.596
C 1.954 -0.441 -1.857
O 0.932 -0.005 -2.452
O 1.903 -0.796 -0.648
H 4.035 0.385 3.187
H 4.194 2.847 2.971
H 5.130 3.818 0.882
H 6.242 0.322 -1.739
H 7.134 -2.458 -0.784
H 6.472 -4.710 -1.574
H 4.274 -5.016 -2.680
H 2.838 -3.060 -3.112
H 3.061 -0.562 -3.661
H 3.774 0.463 -2.416
```

The Löwdin scheme yields these atomic charges, measured in e: 0.347, -0.100, -0.202, 0.087, 0.094, 0.083, 0.077, 0.436, -0.648, -0.007, -0.019, -0.152, -0.553, -0.149, 1.590, -0.536, -0.135, -0.154, -0.538, -0.151, -0.139, 0.082, 0.040, 0.063, 0.070, 0.051, 0.081, 0.049, 0.073, 0.059, 0.053, 0.081, 0.073, 0.076, 0.051, 0.077, 0.063, 0.080, 0.043, 0.066, 0.051, 0.079, 0.743, -0.576, -0.128, -0.096, -0.127, -0.582, 0.709, -0.287, 0.060, -0.240, -0.054, -0.083, -0.076, -0.027, -0.151, -0.027, -0.633, -0.059, -0.039, 0.101, 0.104, 0.106, 0.077, 0.114, 0.103, 0.103, 0.124, 0.131, 0.116

A cluster of 2 separate species, Br2H3N2P in total. Source: OMol25; level of theory: ωB97M-V with the def2-TZVPD basis set.

Its total charge is 0. For the frontier orbital gap (alpha / beta), the calculation gives 7.91 / 7.67 eV.

Geometry as XYZ:
```
8
Br2H3N2P (ωB97M-V with the def2-TZVPD basis set)
N 0.945 0.348 0.054
N 0.485 -0.070 1.225
P -0.312 2.021 2.542
Br -1.528 2.650 0.900
Br 1.547 2.951 1.893
H 0.198 0.823 -0.355
H 1.689 0.907 0.097
H 1.352 -0.233 1.797
```

The Löwdin scheme yields these atomic charges, measured in e: -0.075, -0.150, -0.062, 0.140, 0.119, 0.007, -0.029, 0.050

Energy in Ha, matching the order above: -6723.7260 -965.3400 -4384.4079 -5600.6298
Energy relative to the best compared isomer or geometry (same formula, charge and spin) in kcal/mol, matching the order above: 0.0 153.4 2.3 43.1